Entry 1:
{"formula": "C29H30AlN6OS2", "method": "the ωB97M-V functional and the def2-TZVPD basis", "symbols": ["Al", "C", "N", "C", "C", "C", "C", "C", "N", "C", "C", "C", "C", "C", "C", "H", "H", "H", "H", "H", "H", "H", "H", "H", "H", "H", "S", "C", "N", "N", "C", "C", "C", "C", "C", "C", "N", "N", "C", "C", "C", "C", "C", "C", "H", "H", "H", "H", "H", "H", "H", "H", "H", "H", "H", "O", "S", "C", "C", "C", "C", "H", "H", "H", "H", "H", "H", "H", "H"], "xyz": [[-0.305, 0.234, 0.013], [0.253, 3.260, -0.615], [-0.220, 1.927, -1.024], [-0.672, 1.785, -2.240], [-1.191, 0.526, -2.587], [-1.793, -0.036, -3.710], [-2.099, -1.355, -3.366], [-1.668, -1.544, -2.055], [-1.119, -0.411, -1.574], [1.288, 3.837, -1.547], [1.114, 5.089, -2.120], [2.083, 5.619, -2.966], [3.229, 4.894, -3.248], [3.407, 3.636, -2.685], [2.443, 3.112, -1.840], [0.672, 3.154, 0.383], [-0.602, 3.936, -0.535], [-0.646, 2.613, -2.944], [-1.981, 0.457, -4.651], [-2.576, -2.095, -3.988], [-1.726, -2.432, -1.445], [0.218, 5.659, -1.903], [1.936, 6.596, -3.406], [3.981, 5.303, -3.910], [4.298, 3.064, -2.910], [2.572, 2.121, -1.417], [0.145, -1.876, 0.844], [-0.382, -1.302, 2.416], [-0.025, -1.824, 3.569], [0.830, -2.787, 3.550], [1.286, -3.411, 4.727], [2.256, -4.399, 4.599], [2.734, -5.036, 5.732], [2.250, -4.690, 6.985], [1.280, -3.703, 7.099], [0.790, -3.057, 5.976], [-1.270, -0.277, 2.582], [-1.562, 0.403, 1.560], [-2.584, 1.382, 1.737], [-3.145, 1.649, 2.985], [-4.139, 2.605, 3.088], [-4.588, 3.285, 1.962], [-4.044, 2.997, 0.721], [-3.043, 2.044, 0.605], [1.188, -3.105, 2.649], [2.630, -4.670, 3.618], [3.486, -5.807, 5.633], [2.622, -5.190, 7.868], [0.894, -3.435, 8.073], [0.026, -2.296, 6.057], [-2.806, 1.109, 3.857], [-4.575, 2.815, 4.056], [-5.371, 4.026, 2.052], [-4.407, 3.501, -0.165], [-2.651, 1.793, -0.371], [1.170, 1.000, 0.952], [2.119, 0.449, 2.048], [3.606, 1.469, 1.789], [3.760, 2.377, 3.008], [2.345, 2.704, 3.474], [1.628, 1.362, 3.531], [3.371, 2.033, 0.885], [4.455, 0.816, 1.596], [4.333, 3.265, 2.747], [4.301, 1.857, 3.801], [1.847, 3.366, 2.762], [2.333, 3.192, 4.448], [0.539, 1.393, 3.533], [1.957, 0.753, 4.377]], "lumo_energy_ha": -0.142, "relative_energy_kj_mol": 0.0, "e_homo_ev": -10.230, "charge": 1, "e_tot_ha": -2565.58984, "orbital_gap_ha": 0.23382}

---

Entry 2:
{"formula": "C23H25FeN7O3S3", "method": "the ωB97M-V functional and the def2-TZVPD basis", "symbols": ["Fe", "C", "C", "N", "N", "C", "N", "S", "C", "C", "C", "C", "C", "N", "H", "H", "H", "H", "H", "H", "H", "H", "H", "O", "C", "C", "C", "C", "C", "C", "C", "O", "N", "N", "C", "S", "C", "C", "S", "H", "H", "H", "H", "H", "H", "H", "H", "H", "C", "C", "C", "N", "C", "C", "H", "H", "H", "H", "H", "O", "H", "H"], "xyz": [[0.380, -0.664, 0.361], [1.531, -2.546, -3.206], [1.270, -1.618, -2.066], [0.816, -2.022, -0.920], [0.619, -3.346, -0.742], [0.091, -3.619, 0.445], [-0.084, -4.938, 0.698], [-0.363, -2.490, 1.659], [1.535, -0.178, -2.125], [2.071, 0.478, -3.229], [2.342, 1.833, -3.142], [2.082, 2.505, -1.957], [1.546, 1.789, -0.898], [1.281, 0.491, -0.979], [0.802, -3.353, -3.184], [2.522, -3.002, -3.129], [1.464, -2.029, -4.163], [0.009, -5.574, -0.075], [-0.672, -5.195, 1.470], [2.282, -0.069, -4.137], [2.761, 2.359, -3.990], [2.290, 3.560, -1.846], [1.309, 2.253, 0.051], [0.413, 2.630, 3.349], [-0.876, 2.999, 3.180], [-1.353, 4.047, 3.966], [-2.660, 4.474, 3.840], [-3.517, 3.864, 2.927], [-3.047, 2.826, 2.148], [-1.729, 2.375, 2.256], [-1.252, 1.257, 1.405], [-0.008, 0.896, 1.515], [-2.096, 0.710, 0.587], [-1.522, -0.309, -0.182], [-2.386, -0.800, -0.983], [-2.047, -2.102, -2.111], [-3.555, -1.834, -3.078], [-4.655, -1.485, -2.099], [-4.036, -0.181, -1.004], [0.566, 1.892, 2.714], [-0.673, 4.508, 4.670], [-3.016, 5.289, 4.458], [-4.541, 4.199, 2.829], [-3.689, 2.333, 1.432], [-3.762, -2.756, -3.622], [-3.398, -1.026, -3.792], [-4.932, -2.358, -1.507], [-5.542, -1.105, -2.607], [4.536, -1.038, 2.786], [3.327, -0.842, 3.433], [2.171, -0.748, 2.681], [2.167, -0.828, 1.347], [3.335, -1.005, 0.729], [4.538, -1.122, 1.404], [5.457, -1.123, 3.347], [3.268, -0.764, 4.510], [1.210, -0.591, 3.149], [3.301, -1.070, -0.350], [5.451, -1.273, 0.846], [-1.300, 1.729, -2.687], [-1.336, 1.241, -3.516], [-0.700, 2.462, -2.863]], "lumo_energy_ha": -0.005, "relative_energy_kj_mol": 0.0, "e_homo_ev": -7.187, "e_tot_ha": -3958.83467, "orbital_gap_ha": 0.25877}

---

Entry 3:
{"formula": "C30H44N4OP2ReSi", "method": "the ωB97M-V functional and the def2-TZVPD basis", "symbols": ["Re", "C", "C", "C", "C", "C", "C", "C", "C", "C", "H", "H", "H", "H", "H", "H", "H", "H", "H", "H", "H", "H", "H", "H", "H", "P", "P", "N", "N", "N", "N", "C", "C", "C", "C", "C", "C", "C", "C", "C", "C", "C", "C", "C", "C", "C", "C", "C", "C", "H", "H", "H", "H", "H", "H", "H", "H", "H", "H", "H", "H", "H", "H", "H", "H", "H", "H", "H", "H", "C", "Si", "C", "C", "O", "H", "H", "H", "H", "H", "H", "H", "H", "H"], "xyz": [[0.061, 0.998, -0.232], [-1.742, 0.997, -2.678], [-1.422, -0.349, -2.897], [-0.315, -0.723, -3.914], [0.781, 0.356, -3.836], [0.995, 0.962, -2.397], [0.527, 2.180, -1.810], [-0.377, 3.125, -2.695], [-1.484, 2.311, -3.393], [1.640, 1.358, 1.277], [-2.509, 1.101, -1.871], [-2.198, -1.168, -2.667], [-0.736, -0.703, -4.935], [-0.007, -1.792, -3.817], [1.732, -0.089, -4.197], [0.569, 1.178, -4.556], [1.978, 0.599, -2.024], [1.220, 2.715, -1.105], [0.214, 3.701, -3.445], [-0.767, 3.898, -2.025], [-2.405, 2.925, -3.292], [-1.266, 2.283, -4.455], [1.191, 2.388, 1.417], [2.739, 1.501, 1.157], [1.604, 0.719, 2.207], [1.734, -0.672, -0.205], [-1.612, -0.758, -0.587], [3.659, 0.091, -0.905], [2.799, -1.844, 0.737], [-3.074, 0.894, 0.021], [-2.844, -1.660, 0.455], [0.898, -2.018, -1.237], [-0.525, -2.286, -0.663], [3.939, 1.433, -0.787], [5.223, 1.738, -1.219], [5.777, 0.518, -1.687], [4.778, -0.467, -1.522], [3.885, -1.272, 1.392], [4.837, -2.205, 1.689], [4.304, -3.470, 1.250], [3.034, -3.214, 0.696], [-2.717, 2.203, -0.016], [-3.863, 3.013, -0.218], [-4.974, 2.145, -0.375], [-4.448, 0.822, -0.309], [-3.519, -2.777, -0.031], [-4.461, -3.170, 0.922], [-4.302, -2.302, 2.055], [-3.333, -1.350, 1.719], [1.514, -2.942, -1.286], [0.806, -1.591, -2.263], [-1.043, -2.931, -1.459], [-0.458, -2.807, 0.351], [3.241, 2.160, -0.459], [5.634, 2.728, -1.189], [6.776, 0.401, -2.103], [4.742, -1.482, -1.899], [3.891, -0.207, 1.552], [5.802, -2.005, 2.131], [4.736, -4.452, 1.326], [2.232, -3.846, 0.330], [-1.636, 2.515, -0.002], [-3.892, 4.093, -0.240], [-5.983, 2.472, -0.543], [-4.957, -0.109, -0.470], [-3.311, -3.215, -0.987], [-5.176, -3.945, 0.796], [-4.783, -2.332, 3.007], [-2.935, -0.513, 2.248], [-2.390, 0.847, 4.216], [-0.736, 0.438, 3.408], [0.597, 1.402, 4.345], [-0.453, -1.415, 3.839], [-0.757, 0.547, 1.809], [-2.343, 0.617, 5.286], [-3.288, 0.335, 3.850], [-2.620, 1.910, 4.121], [0.413, 1.670, 5.400], [1.568, 0.893, 4.376], [0.777, 2.332, 3.804], [-1.298, -2.019, 3.486], [0.433, -1.778, 3.310], [-0.323, -1.638, 4.914]], "lumo_energy_ha": [-0.258, -0.327], "relative_energy_kj_mol": 748.8, "e_homo_ev": [-12.802, -12.725], "charge": 2, "e_tot_ha": -2513.28870, "orbital_gap_ha": [0.21228, 0.14022], "multiplicity": 4}

---

Entry 4:
{"formula": "C14H22Cl2NO2", "method": "the ωB97M-V functional and the def2-TZVPD basis", "symbols": ["C", "H", "C", "H", "H", "O", "C", "C", "C", "N", "H", "C", "C", "C", "C", "C", "C", "C", "O", "C", "C", "H", "H", "H", "H", "H", "Cl", "H", "Cl", "H", "H", "H", "H", "H", "H", "H", "H", "H", "H", "H", "H"], "xyz": [[-0.563, -2.596, -2.058], [-0.255, -3.146, -1.173], [-2.010, -2.153, -1.922], [-2.675, -3.020, -1.834], [-2.323, -1.560, -2.791], [-2.117, -1.362, -0.743], [-3.398, -0.796, -0.503], [-3.322, 0.028, 0.783], [-2.376, 1.220, 0.644], [-1.017, 0.753, 0.287], [-1.176, -0.086, -0.340], [-0.160, 0.301, 1.407], [1.129, -0.238, 0.840], [1.567, -1.509, 1.174], [2.743, -2.003, 0.628], [3.461, -1.243, -0.282], [3.015, 0.022, -0.637], [1.857, 0.553, -0.060], [1.335, 1.783, -0.406], [2.114, 2.946, -0.078], [2.128, 3.220, 1.418], [1.126, 3.421, 1.793], [2.744, 4.093, 1.613], [2.551, 2.374, 1.957], [1.625, 3.756, -0.622], [3.133, 2.835, -0.449], [3.887, 0.889, -1.848], [4.359, -1.636, -0.731], [3.290, -3.574, 1.053], [1.003, -2.114, 1.865], [0.035, 1.151, 2.067], [-0.673, -0.476, 1.972], [-0.447, 1.463, -0.209], [-2.337, 1.792, 1.573], [-2.733, 1.877, -0.152], [-4.319, 0.392, 1.027], [-2.996, -0.622, 1.595], [-4.143, -1.593, -0.395], [-3.695, -0.165, -1.353], [-0.463, -3.241, -2.925], [0.095, -1.739, -2.182]], "lumo_energy_ha": -0.088, "smiles": "CCOCCC[NH2+]Cc1cc(Cl)cc(Cl)c1OCC", "relative_energy_kj_mol": 0.0, "e_homo_ev": -12.054, "charge": 1, "e_tot_ha": -1672.05914, "orbital_gap_ha": 0.35524}